DFT (wB97M-V/def2-TZVPD) results for a 4-piece molecular cluster, C24H20F4 overall at a distorted geometry.

Summary:
Orbital gap: 0.36778 Eh
ΔE to the lowest compared entry with this formula, charge and spin: 113.6 kJ/mol
LUMO energy: 0.67 eV
SMILES: Fc1ccccc1.Fc1ccccc1.Fc1ccccc1.Fc1ccccc1
Molar mass: 384.4 g mol⁻¹
Multiplicity: 1

XYZ file:
```
48
C24H20F4 | OMol25 | wB97M-V/def2-TZVPD
F 5.2701 10.8341 10.3994
C 5.0802 11.2637 11.6625
C 6.1469 11.7758 12.4040
C 5.8959 12.2943 13.6883
C 4.6119 12.3224 14.2156
C 3.5893 11.8133 13.4519
C 3.7894 11.3274 12.1827
H 7.1248 11.6607 11.9604
H 6.6873 12.7440 14.2695
H 4.4615 12.8010 15.1720
H 2.5821 11.8721 13.8372
H 2.9742 10.9582 11.5780
F 4.4768 17.1189 14.4926
C 5.6813 16.6663 14.8272
C 5.8039 15.7429 15.8729
C 7.1051 15.3662 16.2115
C 8.1702 15.9059 15.6311
C 8.0459 16.8994 14.6611
C 6.7745 17.2598 14.1529
H 4.9793 15.2587 16.3748
H 7.1945 14.6535 17.0180
H 9.1738 15.6245 15.9139
H 8.9444 17.1741 14.1286
H 6.7505 17.9038 13.2863
F -3.1164 12.4817 16.7609
C -2.5684 11.6811 15.8000
C -1.6262 12.2795 14.9342
C -0.9253 11.4196 14.0476
C -1.2753 10.0744 13.9644
C -2.3334 9.5275 14.7419
C -2.9200 10.3806 15.7271
H -1.1967 13.2673 15.0131
H -0.1401 11.6723 13.3506
H -0.6275 9.5988 13.2429
H -2.4030 8.4500 14.7187
H -3.5492 9.9313 16.4811
F 0.5622 6.3256 15.0096
C 1.5983 6.7208 14.2396
C 2.9256 6.4819 14.5888
C 3.9508 7.0064 13.7981
C 3.6789 7.6213 12.5658
C 2.3588 7.8210 12.2302
C 1.3087 7.3835 13.0718
H 3.2117 5.9846 15.5038
H 4.9931 6.9132 14.0652
H 4.4672 8.0104 11.9384
H 2.0348 8.2894 11.3126
H 0.3022 7.5661 12.7256
```

=====

DFT (wB97M-V/def2-TZVPD) results for C23H30FN3O3PdSe2Si as an isolated structure at a distorted geometry.

Summary:
Orbital gap: 0.17981 Eh
LUMO energy: -2.47 eV
Molar mass: 707.9 g mol⁻¹
Multiplicity: 1

XYZ file:
```
64
C23H30FN3O3PdSe2Si | OMol25 | wB97M-V/def2-TZVPD
Pd 0.1156 -0.0765 0.0633
O -4.4305 -1.9624 2.6307
C -3.6722 -0.7728 2.5525
C -2.4214 -0.8813 3.4409
C -2.8658 -1.1746 4.8998
O -3.3651 -2.4599 5.1057
C -1.6863 0.4545 3.4990
Se -1.2365 1.3447 1.7845
C -1.4961 -2.0132 2.9851
Se -1.0409 -2.1068 1.0740
H -5.1617 -1.9008 2.0087
H -4.2815 0.0805 2.8835
H -3.3635 -0.5915 1.5112
H -3.6068 -0.4106 5.1849
H -2.0059 -1.0845 5.5672
H -4.0266 -2.6322 4.4199
H -0.7392 0.3230 4.0270
H -2.2941 1.1817 4.0464
H -1.9714 -2.9721 3.2060
H -0.5546 -1.9599 3.5351
O 1.7572 -0.3362 1.4583
C 3.0299 -0.4375 1.4543
C 3.7061 -0.4320 2.7060
C 5.0612 -0.5845 2.8044
C 5.8368 -0.7218 1.6554
C 5.2239 -0.7062 0.4244
C 3.8387 -0.5732 0.2795
C 3.2464 -0.5701 -1.0350
N 1.9637 -0.4381 -1.3527
C 1.8895 -0.4805 -2.7118
C 3.1333 -0.6441 -3.2376
N 3.9823 -0.6982 -2.1738
H 3.0946 -0.3209 3.5887
H 5.5365 -0.6006 3.7736
H 6.9067 -0.8393 1.7316
H 5.8523 -0.8041 -0.4489
H 0.9654 -0.3884 -3.2435
H 3.4727 -0.7249 -4.2487
H 4.9777 -0.8261 -2.2226
C 1.1400 2.7184 -0.3214
Si -0.2321 2.3615 -1.6253
C 0.5505 2.8274 -3.3141
C -1.6235 3.6122 -1.2115
N -0.8181 0.7437 -1.6293
C -1.4107 0.0168 -2.5845
C -2.1824 0.5673 -3.6274
C -2.7801 -0.2224 -4.5831
C -2.6292 -1.6038 -4.5681
C -1.8613 -2.1891 -3.5727
C -1.2880 -1.3893 -2.6158
F -0.4889 -1.9746 -1.6574
H 1.8786 3.3920 -0.7445
H 1.6703 1.8300 0.0308
H 0.7047 3.2107 0.5465
H 0.7298 3.8964 -3.3520
H -0.0875 2.5746 -4.1545
H 1.5039 2.3269 -3.4592
H -1.1817 4.5967 -1.0919
H -2.1135 3.3570 -0.2745
H -2.3769 3.6747 -1.9892
H -2.3053 1.6371 -3.6325
H -3.3676 0.2460 -5.3597
H -3.1091 -2.2174 -5.3118
H -1.6910 -3.2537 -3.5218
```

=====

DFT (wB97M-V/def2-TZVPD) results for an isolated ion of composition C3H8N4S and charge +2 at a distorted geometry.

Summary:
Orbital gap (alpha / beta): 0.31436 / 0.31439 Eh
ΔE to the lowest compared entry with this formula, charge and spin: 170.0 kJ/mol
LUMO energy (alpha / beta): -10.00 / -10.00 eV
SMILES: [NH+]#S1=C(N)[NH+]=CNC1
Charge: +2
Molar mass: 132.2 g mol⁻¹
Multiplicity: 1

XYZ file:
```
16
C3H8N4S | OMol25 | wB97M-V/def2-TZVPD
N 0.1626 1.4053 -1.4070
S 0.4139 1.5518 0.1319
C 1.1183 -0.2363 0.3512
N 2.3879 -0.5902 0.3670
N 0.1746 -1.1922 -0.2421
C -1.1534 -1.0217 -0.4252
N -1.8377 -0.0794 0.1067
C -1.1707 0.8522 0.9655
H 0.5211 2.0521 -2.0506
H 2.6419 -1.4869 -0.1952
H 3.0721 -0.0286 0.8797
H 0.5945 -1.9319 -0.6201
H -1.6173 -1.7774 -0.9586
H -2.8055 0.0590 -0.1734
H -1.7492 1.7895 1.2564
H -0.7532 0.6349 2.0137
```

=====

DFT (wB97M-V/def2-TZVPD) results for C5H4NO3 as an isolated structure at a distorted geometry.

Summary:
Orbital gap (alpha / beta): 0.26894 / 0.25126 Eh
ΔE to the lowest compared entry with this formula, charge and spin: 588.8 kJ/mol
LUMO energy (alpha / beta): 3.85 / 3.97 eV
Charge: -1
Molar mass: 126.1 g mol⁻¹
Multiplicity: 1

XYZ file:
```
13
C5H4NO3 | OMol25 | wB97M-V/def2-TZVPD
C -1.1231 -1.4512 -0.6981
C -0.5820 -0.2822 -0.1705
C -0.6582 -2.3297 0.3519
C 0.1237 -1.1259 0.8739
C 0.7631 2.0251 0.1629
N 0.5296 1.0650 -0.9318
O 0.4092 1.6386 -2.0048
O -1.0002 -3.4638 0.7325
O 0.9451 -0.9310 1.7752
H -1.6864 -1.7958 -1.5852
H 1.2693 1.4301 1.0663
H 1.2719 2.9815 -0.0093
H -0.2620 2.2392 0.4371
```

=====

DFT (wB97M-V/def2-TZVPD) results for one molecule with the formula C21H27N3O3.

Summary:
Orbital gap: 0.31205 Eh
ΔE to the lowest compared entry with this formula, charge and spin: 181.1 kJ/mol
LUMO energy: 0.62 eV
SMILES: CC1(C)c2[nH]c3ccccc3c2C[C@H]2C(=O)N(CCCCCO)CC(=O)N21
Molar mass: 369.5 g mol⁻¹
Multiplicity: 1

XYZ file:
```
54
C21H27N3O3 | OMol25 | wB97M-V/def2-TZVPD
C -1.8821 -2.6820 -1.4104
C -1.7359 -1.8809 -0.1074
C -2.0714 -2.7545 1.1109
C -2.6763 -0.7191 -0.1463
N -3.9632 -0.7705 -0.6210
C -4.5398 0.4590 -0.4606
C -5.8153 0.9022 -0.7828
C -6.1241 2.2164 -0.5031
C -5.1896 3.0745 0.0832
C -3.9227 2.6434 0.4060
C -3.5825 1.3190 0.1343
C -2.4112 0.5314 0.3231
C -1.0780 0.8397 0.8890
C -0.0106 0.0269 0.1422
C 1.3163 0.2802 0.8821
O 1.4534 1.2254 1.6331
N 2.2910 -0.5995 0.6113
C 3.6064 -0.4657 1.2032
C 4.6688 -0.0618 0.1817
C 4.3662 1.2976 -0.4450
C 5.4494 1.7603 -1.4199
C 6.7888 2.0787 -0.7485
O 7.5062 0.9426 -0.3245
C 2.0426 -1.6698 -0.3122
C 0.6612 -2.2873 -0.1142
O 0.5278 -3.4963 -0.1338
N -0.3376 -1.3932 0.0260
H -1.1890 -3.5165 -1.4235
H -2.8890 -3.0828 -1.4880
H -1.6888 -2.0413 -2.2689
H -3.1032 -3.0918 1.0540
H -1.9424 -2.1799 2.0251
H -1.4146 -3.6187 1.1359
H -4.4168 -1.5767 -1.0133
H -6.5386 0.2393 -1.2351
H -7.1079 2.5934 -0.7401
H -5.4750 4.0963 0.2855
H -3.2057 3.3096 0.8614
H -0.8312 1.8972 0.8026
H -1.0376 0.5833 1.9522
H 0.1001 0.4476 -0.8729
H 3.5193 0.3020 1.9749
H 3.8787 -1.4169 1.6719
H 4.7338 -0.8211 -0.6020
H 5.6317 -0.0200 0.6903
H 4.2545 2.0397 0.3472
H 3.4139 1.2472 -0.9792
H 5.6068 0.9943 -2.1855
H 5.1057 2.6665 -1.9224
H 6.6241 2.6707 0.1544
H 7.4058 2.6707 -1.4411
H 7.6734 0.3800 -1.0888
H 2.7849 -2.4576 -0.1718
H 2.1015 -1.3193 -1.3548
```

=====

DFT (wB97M-V/def2-TZVPD) results for one molecule with the formula C4H7ClFN at a distorted geometry.

Summary:
Orbital gap: 0.35369 Eh
ΔE to the lowest compared entry with this formula, charge and spin: 237.2 kJ/mol
LUMO energy: 0.91 eV
SMILES: F[C@@H](Cl)[C@@H]1CCN1
Molar mass: 123.6 g mol⁻¹
Multiplicity: 1

XYZ file:
```
14
C4H7ClFN | OMol25 | wB97M-V/def2-TZVPD
F -0.4604 1.3325 0.2408
C -0.7184 0.1340 -0.5217
Cl -0.1359 0.5084 -2.0269
C -0.1651 -1.0191 0.2499
C -0.3655 -1.1669 1.7157
C 0.8338 -0.2669 1.9447
N 1.2646 -0.3679 0.5581
H -1.9075 0.0420 -0.6872
H -0.1415 -2.0213 -0.1945
H -0.4450 -2.3216 1.9045
H -1.2838 -0.8040 2.2401
H 0.7566 0.8253 2.1942
H 1.7515 -0.5323 2.5260
H 1.3625 0.6649 0.0694
```

=====

DFT (wB97M-V/def2-TZVPD) results for C4H7Br2N2OS as an isolated structure at a distorted geometry.

Summary:
Orbital gap: 0.31648 Eh
ΔE to the lowest compared entry with this formula, charge and spin: 198.0 kJ/mol
LUMO energy: -4.13 eV
Charge: +1
Molar mass: 291.0 g mol⁻¹
Multiplicity: 1

XYZ file:
```
17
C4H7Br2N2OS | OMol25 | wB97M-V/def2-TZVPD
C 0.8877 -0.9447 0.1539
C 0.7751 1.5198 -1.1318
C -1.1707 0.0238 0.5714
C -2.4024 0.1060 0.0017
N -0.4377 -1.1119 0.3535
N 1.6515 -1.9953 0.1469
O -0.6312 1.2315 0.9383
S 1.8268 0.5805 -0.0361
Br -3.7756 1.3216 0.2734
Br -3.0945 -1.5088 -0.9907
H 0.0340 2.0874 -0.5322
H 1.4729 2.2408 -1.4854
H 0.4430 0.9325 -1.8093
H -0.8439 -2.0405 0.6107
H 1.4064 -2.8839 0.5983
H 2.6758 -2.0873 -0.2831
H -0.9338 1.4475 1.8234
```

=====

DFT (wB97M-V/def2-TZVPD) results for C4H4N2O as an isolated structure at a distorted geometry.

Summary:
Orbital gap: 0.28080 Eh
ΔE to the lowest compared entry with this formula, charge and spin: 449.1 kJ/mol
LUMO energy: -1.14 eV
Molar mass: 96.1 g mol⁻¹
Multiplicity: 1

XYZ file:
```
11
C4H4N2O | OMol25 | wB97M-V/def2-TZVPD
C 0.7392 -0.3371 -0.0893
C 1.0287 1.1585 -0.1304
C -0.4499 -1.0950 0.0460
C -1.7121 -0.6789 -0.1613
H 2.9977 -0.4641 0.0690
H 1.8013 -1.9240 0.5392
H 2.0495 1.5431 -0.7323
H -0.1796 -2.2370 0.6936
N 1.9668 -1.0359 -0.0454
N -2.6879 0.0782 -0.0297
O 0.0929 1.9376 0.2457
```